(1)
Density functional theory data (ωB97M-V with the def2-TZVPD basis set) for a structure of composition C7H13BFO7Tl.

Positions of all 30 atoms, in Å:
Tl 0.2892 -0.4205 -0.7192
B -2.3354 0.6364 -1.5512
H -1.9115 1.2406 -0.7641
H -1.5799 0.5041 -2.3101
H -2.6878 -0.3394 -1.2548
H -3.0447 1.2074 -2.1301
C -2.0948 -4.7212 -0.0697
C -1.2655 -3.4459 -0.2295
O -1.1413 -2.8984 -1.3797
O -0.7127 -2.9407 0.7620
H -2.5182 -4.9459 0.9093
H -1.3070 -5.4657 -0.1842
H -2.9200 -4.6871 -0.7810
C 3.5172 0.1786 -4.5456
C 2.4024 -0.1457 -3.5314
O 1.3623 0.5986 -3.3165
O 2.6421 -1.0750 -2.7316
H 3.8510 -0.7452 -5.0182
H 4.4029 0.7539 -4.2762
H 3.0963 0.5463 -5.4814
C -0.2306 2.1551 4.6634
C 0.2403 3.4822 4.1553
O 0.7070 3.3171 2.8123
C 0.4833 2.0172 2.5177
O 0.6482 1.5554 1.3962
O 0.2956 1.3574 3.6242
F 1.3337 3.8198 4.8297
H -1.3061 2.2116 4.8317
H 0.3050 1.9869 5.5977
H -0.5209 4.2621 4.1749

Spin multiplicity = 2
HOMO level (spin up / spin down) = -5.64 / -5.05 eV
Net charge = -1
Frontier orbital gap (spin up / spin down) = 7.7 / 4.3 eV
Calculated total energy = -1098.296523 hartree



(2)
Density functional theory data (ωB97M-V with the def2-TZVPD basis set) for a cluster of 2 separate species, C6H11NO2 in total.

Positions of all 20 atoms, in Å:
C 1.3528 3.2565 -1.4248
C 0.4219 2.1540 -0.8882
C -0.1796 2.5695 0.4675
C 1.2129 0.9145 -0.6900
N 1.9600 0.0238 -0.6400
C -0.7070 1.8046 -1.8938
C -1.7117 2.9070 -2.1036
O -2.9023 2.7095 -2.1788
H 2.1837 3.4297 -0.7291
H 1.7624 2.9895 -2.4074
H 0.7969 4.1980 -1.5206
H -0.7269 3.5147 0.3455
H -0.8806 1.8113 0.8392
H 0.6081 2.7281 1.2146
H -0.2638 1.6009 -2.8836
H -1.2483 0.9065 -1.5692
H -1.3157 3.9388 -2.2266
O 0.8118 -1.7839 1.3979
H 1.5711 -1.7776 0.7540
H 0.7719 -0.8950 1.7666

ΔE to the lowest compared entry with this formula, charge and spin = 32.71 kcal per mole
SMILES = CC(C)(C#N)CC=O.O
HOMO level = -10.40 eV
Net charge = 0
Frontier orbital gap = 10.9 eV
Calculated total energy = -440.435111 hartree



(3)
Density functional theory data (ωB97M-V with the def2-TZVPD basis set) for a cluster of 2 separate species, C6H13NO in total.

Positions of all 21 atoms, in Å:
C -1.8991 2.5638 -0.3834
C -0.6561 2.1460 0.0311
C -0.3049 0.6835 0.0264
N -0.5765 0.0817 1.2665
C 0.1718 -0.0386 -1.0625
C 0.3364 -1.4807 -0.8198
C 0.6448 0.6565 -2.2871
H -2.3050 3.5426 -0.3889
H -2.6779 1.9073 -0.7111
H 0.1293 2.7572 0.4926
H -1.4211 0.3944 1.6097
H -0.3997 -1.0195 1.2526
H 0.5292 -2.1281 -1.7024
H -0.4748 -1.9999 -0.3127
H 1.2518 -1.5666 -0.1498
H 1.1246 1.6399 -2.0144
H 1.3426 0.0295 -2.8404
H -0.3136 0.8390 -2.8695
O 1.6763 -3.2862 2.6266
H 2.5688 -3.4643 2.2888
H 1.5141 -2.3975 2.4384

ΔE to the lowest compared entry with this formula, charge and spin = 65.75 kcal per mole
SMILES = C=CC(N)=C(C)C.O
HOMO level = -7.56 eV
Net charge = 0
Frontier orbital gap = 8.4 eV
Calculated total energy = -366.329118 hartree



(4)
Density functional theory data (ωB97M-V with the def2-TZVPD basis set) for an isolated molecule of C24H22N4O4.

Positions of all 54 atoms, in Å:
O -1.9807 0.9380 0.7703
C -1.5785 0.0867 1.5530
C -2.1969 -1.2464 1.5344
C -3.0865 -1.7000 0.5903
C -3.4391 -3.0097 0.9731
C -2.7501 -3.2560 2.1232
O -2.0035 -2.2013 2.4697
N -0.6319 0.3662 2.4846
C 0.0830 -0.6228 3.2707
C 1.4987 -0.1196 3.5786
N 2.0547 0.4506 2.3723
C 2.9546 -0.2654 1.6609
O 3.5240 -1.2430 2.1063
C 3.2400 0.2227 0.2710
C 4.4181 0.8730 -0.0725
C 4.6708 1.2358 -1.3881
C 3.7615 0.9643 -2.4017
C 2.5918 0.3114 -2.0691
C 2.3428 -0.0654 -0.7508
C 1.0259 -0.7348 -0.6836
O 0.4663 -1.2273 0.2760
N 0.5355 -0.7094 -1.9512
C -0.8115 -1.0939 -2.2623
C -1.7530 0.0764 -2.4145
C -3.0275 -0.1239 -2.9327
C -3.8861 0.9541 -3.0559
C -3.4251 2.2053 -2.6744
N -2.2166 2.4101 -2.1846
C -1.4152 1.3724 -2.0388
C 1.4246 -0.0999 -2.9134
C 1.3731 1.6373 1.8960
C -0.0469 1.6867 2.4766
H -3.4352 -1.1428 -0.2549
H -4.1109 -3.6740 0.4691
H -2.7119 -4.1150 2.7644
H -0.4554 -0.8366 4.2019
H 0.1682 -1.5390 2.6848
H 2.1332 -0.9565 3.8742
H 1.5021 0.6307 4.3744
H 5.1422 1.0948 0.6967
H 5.5938 1.7425 -1.6269
H 3.9660 1.2583 -3.4201
H -1.1545 -1.7155 -1.4262
H -0.8209 -1.7003 -3.1765
H -3.3401 -1.1162 -3.2305
H -4.8854 0.8266 -3.4432
H -4.0488 3.0847 -2.7665
H -0.4526 1.5961 -1.5990
H 1.7127 -0.8250 -3.6856
H 0.9517 0.7551 -3.4109
H 1.3190 1.6231 0.8067
H 1.9288 2.5351 2.2004
H -0.0375 2.0781 3.4985
H -0.6806 2.3233 1.8560

ΔE to the lowest compared entry with this formula, charge and spin = 32.44 kcal per mole
SMILES = O=C(c1ccco1)N1CCN(C(=O)c2cccc3c2C(=O)N(Cc2cccnc2)C3)CC1
HOMO level = -8.65 eV
Net charge = 0
Frontier orbital gap = 9.1 eV
Calculated total energy = -1447.789207 hartree



(5)
Density functional theory data (ωB97M-V with the def2-TZVPD basis set) for an isolated molecule of C3H4N2OS.

Positions of all 11 atoms, in Å:
O -2.5637 -0.4384 -0.0963
C -1.2636 -0.0558 -0.0955
C -0.1209 -0.8126 -0.1109
N 0.9067 0.1356 -0.1141
S 2.5787 -0.1914 -0.1785
C 0.3174 1.3599 -0.1017
N -0.9832 1.2805 -0.0930
H -2.5765 -1.3819 -0.1159
H 0.0697 -1.8675 -0.1272
H 2.7716 -0.3309 1.1295
H 0.8637 2.3026 -0.0964

ΔE to the lowest compared entry with this formula, charge and spin = 25.42 kcal per mole
SMILES = Oc1cn(S)cn1
HOMO level = -8.58 eV
Net charge = 0
Frontier orbital gap = 9.1 eV
Calculated total energy = -699.631624 hartree



Which of these has the lowest calculated total energy? C24H22N4O4



Which of these has the lowest net charge? C7H13BFO7Tl